Here is a 3-piece molecular cluster, C5H12O3 overall in a non-equilibrium geometry from the Open Molecules 2025 dataset. Energies are from ωB97M-V/def2-TZVPD.

Properties
Energy relative to the best compared isomer or geometry (same formula, charge and spin) = 138.6 kcal per mole
E = -423.2330 hartree
E_LUMO = -3.593 eV
HOMO-LUMO gap = 4.04 eV
Charge = 0

Last column: natural (NBO) charge in e.
Geometry (Å):
H (0.74, 0.72, 0.86)  0.21
H (-4.53, -1.01, -0.71)  0.24
O (2.67, -1.45, 1.55)  -1.04
H (4.53, 0.89, 0.96)  0.44
H (-1.18, -0.24, 0.56)  0.24
H (-3.22, -1.79, 0.24)  0.26
H (-0.32, 1.01, -2.06)  0.23
C (-0.38, 0.89, -0.98)  0.25
C (0.82, 1.11, -0.17)  -0.18
O (4.16, 0.28, 0.32)  -1.17
H (1.12, 2.16, -0.05)  0.23
H (3.20, -0.72, 1.07)  0.50
H (-3.18, 0.52, -1.59)  0.21
C (-3.72, -0.85, 0.00)  -0.69
O (1.82, 0.41, -0.87)  -0.73
C (-1.44, 0.18, -0.39)  -0.36
H (2.70, 0.51, -0.39)  0.53
C (-2.78, 0.11, -0.67)  0.12
H (-4.17, -0.49, 0.92)  0.26
H (3.16, -2.25, 1.38)  0.45

Here is a 3-piece molecular cluster, C3H14N2O2 overall in a non-equilibrium geometry from the Open Molecules 2025 dataset. Energies are from ωB97M-V/def2-TZVPD.

Properties
Energy relative to the best compared isomer or geometry (same formula, charge and spin) = 20.6 kcal per mole
E = -382.6670 hartree
E_LUMO = 0.785 eV
HOMO-LUMO gap = 9.69 eV
Structure (SMILES) = CCNCN.O.O
Charge = 0

Last column: natural (NBO) charge in e.
Geometry (Å):
C (0.01, -0.60, -1.30)  -0.23
H (-1.69, 0.43, 0.85)  0.16
H (-0.07, -0.20, 1.16)  0.18
H (0.37, -1.31, -3.39)  0.21
H (0.62, 2.06, 1.45)  0.37
O (-1.40, -2.78, 2.35)  -0.94
H (-0.77, -2.33, 1.77)  0.47
H (1.04, -0.79, -1.00)  0.20
H (3.36, 1.24, -0.09)  0.47
H (-1.00, -3.59, 2.66)  0.47
H (2.02, 1.46, -0.64)  0.48
C (-0.61, 0.64, 0.76)  -0.05
H (0.66, 0.36, -3.07)  0.20
N (-0.37, 1.89, 1.42)  -0.83
H (-1.19, 1.00, -1.19)  0.35
C (-0.01, -0.46, -2.83)  -0.61
H (-1.03, -0.27, -3.17)  0.20
H (-0.84, 2.63, 0.91)  0.35
H (-0.60, -1.46, -0.99)  0.16
N (-0.38, 0.67, -0.70)  -0.67
O (2.45, 0.98, 0.08)  -0.94

Here is one molecule with the formula C4H6N2O in a non-equilibrium geometry from the Open Molecules 2025 dataset. Energies are from ωB97M-V/def2-TZVPD.

Properties
Energy relative to the best compared isomer or geometry (same formula, charge and spin) = 45.6 kcal per mole
E = -340.7223 hartree
E_LUMO = 0.558 eV
HOMO-LUMO gap = 10.56 eV
Structure (SMILES) = C=C(C#N)[C@H](N)O
Charge = 0

Last column: natural (NBO) charge in e.
Geometry (Å):
N (0.84, -1.47, 0.45)  -0.82
H (-1.77, -1.10, -0.25)  0.47
C (0.00, 0.69, -0.26)  -0.14
H (0.47, 2.21, 1.13)  0.20
H (0.08, -0.06, 1.76)  0.20
C (-0.09, 0.30, -1.62)  0.25
C (-0.05, -0.42, 0.74)  0.23
H (0.42, 2.73, -0.64)  0.21
H (0.70, -1.88, -0.47)  0.38
H (0.86, -2.19, 1.16)  0.38
O (-1.57, -0.66, 0.59)  -0.76
C (0.33, 1.94, 0.09)  -0.29
N (-0.19, -0.09, -2.70)  -0.30

Here is a 2-piece molecular cluster, C6H11N2O overall in a non-equilibrium geometry from the Open Molecules 2025 dataset. Energies are from ωB97M-V/def2-TZVPD.

Properties
Energy relative to the best compared isomer or geometry (same formula, charge and spin) = 183.1 kcal per mole
E = -419.4651 hartree
E_LUMO (alpha / beta) = -4.123 / -3.516 eV
HOMO-LUMO gap (alpha / beta) = 7.14 / 8.36 eV
Charge = +1

Last column: natural (NBO) charge in e.
Geometry (Å):
H (1.91, 1.45, -2.66)  0.24
H (-3.61, -0.84, 0.79)  0.28
C (2.64, 2.07, -0.62)  -0.45
H (-3.18, -2.51, 1.34)  0.28
H (1.35, 2.93, -2.10)  0.22
O (0.53, -0.80, 1.68)  -0.27
C (-1.54, -1.28, 0.74)  0.49
H (-0.88, -1.36, -1.22)  0.47
H (3.02, 2.95, -0.27)  0.23
C (-2.91, -1.77, 0.59)  -0.71
C (1.71, 2.01, -1.78)  -0.48
H (1.26, -1.61, -0.09)  0.18
C (0.62, -0.91, 0.28)  0.24
H (0.35, 1.98, 0.09)  0.21
N (-0.63, -1.15, -0.20)  -0.52
H (-3.30, -2.11, -0.32)  0.28
H (-1.17, -1.10, 2.88)  0.45
H (3.42, 1.41, -0.58)  0.23
C (1.24, 1.68, -0.45)  -0.09
N (-0.84, -1.07, 1.90)  -0.27

Here is a 2-piece molecular cluster, C3H9NS overall in a non-equilibrium geometry from the Open Molecules 2025 dataset. Energies are from ωB97M-V/def2-TZVPD.

Properties
Energy relative to the best compared isomer or geometry (same formula, charge and spin) = 29.9 kcal per mole
E = -572.5924 hartree
E_LUMO = 0.884 eV
HOMO-LUMO gap = 9.28 eV
Structure (SMILES) = C=CN.CS
Charge = 0

Last column: natural (NBO) charge in e.
Geometry (Å):
C (-2.91, 0.95, 0.65)  -0.72
H (2.59, -2.27, 0.97)  0.38
H (1.06, -1.70, 1.48)  0.39
H (-0.62, 1.20, 0.42)  0.12
H (2.38, 0.66, -1.56)  0.20
H (-2.64, 1.63, 1.44)  0.22
S (-1.46, 0.60, -0.42)  -0.05
H (3.01, -1.01, -1.68)  0.19
H (-3.74, 1.27, 0.02)  0.22
N (1.94, -1.51, 1.03)  -0.85
C (2.01, -0.43, 0.17)  0.01
H (-3.22, 0.03, 1.14)  0.21
C (2.41, -0.32, -1.09)  -0.49
H (1.62, 0.49, 0.59)  0.17

Here is a 8-piece molecular cluster, C8H32N10O8 overall in a non-equilibrium geometry from the Open Molecules 2025 dataset. Energies are from ωB97M-V/def2-TZVPD.

Properties
Energy relative to the best compared isomer or geometry (same formula, charge and spin) = 0.0 kcal per mole
E = -1473.6491 hartree
E_LUMO = 0.570 eV
HOMO-LUMO gap = 10.01 eV
Structure (SMILES) = NC(N)=O.NC(N)=O.NC(N)=O.NC(N)=O.NC(N)=O.CO.CO.CO
Charge = 0

Last column: natural (NBO) charge in e.
Geometry (Å):
C (-0.56, -4.95, 1.48)  -0.25
N (-0.17, -4.67, -4.18)  -0.83
N (1.93, 0.38, -1.21)  -0.88
H (1.43, -1.34, 1.53)  0.18
H (-0.46, -5.62, -4.11)  0.40
O (-0.94, -4.21, -2.06)  -0.69
C (0.43, -1.02, 1.20)  -0.27
C (1.07, 3.42, 1.90)  0.81
H (0.46, 4.05, 0.19)  0.41
H (-0.85, 0.95, -2.15)  0.42
N (-3.08, 0.07, 2.09)  -0.83
N (-0.29, -2.43, -3.46)  -0.88
H (-1.55, -0.03, -0.91)  0.43
O (-0.11, -1.62, -0.03)  -0.80
O (3.40, 1.10, 0.93)  -0.78
H (-0.11, -4.27, -5.10)  0.39
H (-2.86, 3.63, -2.22)  0.38
H (1.40, -0.47, -1.19)  0.41
H (-3.48, 0.13, 1.21)  0.41
H (4.79, 0.17, 2.05)  0.18
H (-2.62, -0.76, 2.39)  0.39
N (0.09, 4.05, 1.13)  -0.83
H (-0.79, -6.01, 1.38)  0.17
C (-2.55, 1.76, -1.38)  0.80
N (-2.08, 3.00, -2.08)  -0.86
N (0.81, 2.97, 3.15)  -0.82
H (-3.46, 2.22, 1.14)  0.42
H (3.48, 2.64, -1.51)  0.39
H (3.75, 1.37, 2.96)  0.17
H (-0.86, 3.75, 1.21)  0.40
H (0.31, 0.04, 1.15)  0.19
H (2.57, 0.56, -0.40)  0.44
H (-1.07, -4.70, -0.32)  0.51
O (1.27, 1.01, -3.32)  -0.70
H (-1.79, 2.70, -3.00)  0.37
H (-3.06, 3.19, 2.50)  0.39
C (-2.58, 1.14, 2.73)  0.79
N (3.14, 2.14, -2.34)  -0.90
C (-0.51, -3.84, -3.14)  0.82
H (3.05, 2.01, 1.03)  0.51
O (-1.97, 1.10, 3.77)  -0.67
H (0.49, -4.79, 1.54)  0.16
O (-3.54, 1.72, -0.67)  -0.70
N (-1.60, 0.81, -1.50)  -0.84
H (3.20, -0.25, 2.46)  0.15
H (3.15, 2.82, -3.10)  0.38
H (-0.55, -2.47, 0.20)  0.52
C (3.81, 0.61, 2.16)  -0.24
C (1.99, 1.16, -2.34)  0.81
H (-1.01, -4.76, 2.43)  0.17
H (-0.25, -1.21, 2.03)  0.17
O (-1.22, -4.20, 0.50)  -0.75
H (1.51, 2.44, 3.60)  0.40
O (2.16, 3.22, 1.33)  -0.73
H (-0.09, 2.78, 3.53)  0.42
N (-2.93, 2.33, 1.97)  -0.91
H (-0.21, -2.03, -4.40)  0.40
H (-0.50, -1.76, -2.75)  0.41